# 1
The following is a quantum chemistry calculation of a structure of composition C46H30ClN4O2Zr, from the Open Molecules 2025 dataset.

Calculated values
maximum force	0.54	eV Å⁻¹
multiplicity	1
energy above the lowest of the compared OMol25 structures with the same formula, charge and spin	4.09	kJ/mol
LUMO	-4.77	eV
energy	-2647.6309	a.u.
total charge	+1
gap between HOMO and LUMO	4.9	eV
HOMO energy	-9.63	eV

Last column: Löwdin charge in e.
CARTESIAN COORDINATES (ANGSTROEM)
Zr (0.04, -0.02, 0.22)  1.9779
C (-1.25, -0.71, -3.94)  -0.0807
C (-1.93, 0.40, -3.44)  -0.0577
C (-2.33, 0.45, -2.13)  -0.0366
C (-2.06, -0.62, -1.24)  -0.2814
C (-1.39, -1.74, -1.77)  -0.0606
C (-0.99, -1.77, -3.10)  -0.0632
C (-2.58, -0.57, 0.13)  -0.1203
C (-2.20, -1.57, 1.09)  -0.2447
C (-2.87, -2.29, 2.15)  0.0390
C (-1.92, -3.06, 2.74)  0.0501
C (-0.65, -2.73, 2.13)  -0.2100
C (0.62, -3.02, 2.53)  -0.0357
C (0.87, -4.06, 3.55)  -0.1949
C (0.33, -5.34, 3.38)  -0.0303
C (0.53, -6.32, 4.34)  -0.0635
C (1.27, -6.03, 5.48)  -0.0685
C (1.81, -4.76, 5.65)  -0.0624
C (1.61, -3.78, 4.69)  -0.0308
C (1.73, -2.26, 2.01)  -0.1937
N (1.64, -1.03, 1.43)  0.0006
C (2.95, -0.61, 1.24)  -0.2432
C (3.33, 0.70, 0.94)  -0.0383
C (4.76, 0.93, 0.64)  -0.2029
C (5.32, 0.32, -0.48)  -0.0309
C (6.65, 0.51, -0.79)  -0.0597
C (7.45, 1.30, 0.03)  -0.0679
C (6.91, 1.89, 1.16)  -0.0602
C (5.57, 1.71, 1.47)  -0.0348
C (2.45, 1.81, 0.97)  -0.2348
C (2.85, 3.16, 0.94)  0.0243
C (1.73, 3.91, 1.22)  0.0227
C (0.66, 3.01, 1.34)  -0.2097
N (1.09, 1.72, 1.18)  -0.0054
C (-0.69, 3.42, 1.65)  -0.0265
C (-1.76, 2.60, 1.42)  -0.2052
C (-3.14, 2.68, 1.81)  0.0493
C (-3.74, 1.52, 1.44)  0.0320
C (-2.74, 0.75, 0.76)  -0.2351
N (-1.58, 1.39, 0.78)  -0.0174
C (-0.90, 4.76, 2.24)  -0.2077
C (-1.61, 5.72, 1.54)  -0.0240
C (-1.80, 6.98, 2.08)  -0.0639
C (-1.30, 7.28, 3.34)  -0.0700
C (-0.60, 6.31, 4.05)  -0.0635
C (-0.39, 5.06, 3.50)  -0.0237
C (3.85, -1.63, 1.65)  0.0409
C (3.09, -2.65, 2.15)  0.0137
N (-0.89, -1.82, 1.12)  -0.0408
H (-0.93, -0.74, -4.97)  0.1058
H (-2.16, 1.24, -4.10)  0.1181
H (-2.86, 1.32, -1.76)  0.1269
H (-1.23, -2.62, -1.15)  0.1162
H (-0.48, -2.65, -3.47)  0.1179
H (-3.93, -2.26, 2.36)  0.1192
H (-2.06, -3.76, 3.54)  0.1251
H (-0.24, -5.56, 2.48)  0.1223
H (0.12, -7.31, 4.19)  0.1099
H (1.43, -6.79, 6.23)  0.1093
H (2.38, -4.53, 6.54)  0.1098
H (2.03, -2.79, 4.83)  0.1234
H (4.69, -0.31, -1.11)  0.1227
H (7.08, 0.04, -1.67)  0.1109
H (8.50, 1.44, -0.21)  0.1096
H (7.53, 2.48, 1.82)  0.1106
H (5.15, 2.16, 2.36)  0.1245
H (3.85, 3.52, 0.77)  0.1163
H (1.66, 4.98, 1.32)  0.1250
H (-3.59, 3.53, 2.31)  0.1255
H (-4.78, 1.23, 1.57)  0.1163
H (-2.00, 5.49, 0.55)  0.1242
H (-2.35, 7.74, 1.53)  0.1096
H (-1.45, 8.26, 3.77)  0.1091
H (-0.21, 6.54, 5.04)  0.1094
H (0.17, 4.31, 4.05)  0.1250
H (4.93, -1.57, 1.62)  0.1273
H (3.43, -3.58, 2.59)  0.1229
Cl (2.23, 0.23, -4.38)  0.6313
C (2.22, 1.32, -2.98)  -0.4621
C (1.29, 0.82, -1.92)  -0.6861
O (1.51, -0.30, -1.34)  -0.1420
O (0.32, 1.51, -1.52)  -0.0528
H (1.92, 2.31, -3.31)  0.0916
H (3.23, 1.35, -2.58)  0.0775



# 2
The following is a quantum chemistry calculation of a cluster of 3 separate species, C46H31F13O6P in total in a non-equilibrium geometry, from the Open Molecules 2025 dataset.

Calculated values
maximum force	2.94	eV Å⁻¹
multiplicity	1
LUMO	0.31	eV
energy	-3862.5490	a.u.
total charge	-1
gap between HOMO and LUMO	5.1	eV
HOMO energy	-4.77	eV

Last column: Löwdin charge in e.
CARTESIAN COORDINATES (ANGSTROEM)
C (2.24, -2.36, 0.16)  -0.0303
C (1.68, -2.03, 1.19)  -0.2450
P (0.99, -0.95, 2.62)  0.4582
O (-0.58, -1.64, 2.31)  -0.2887
C (-1.58, -0.85, 2.90)  -0.3463
C (-2.83, -0.75, 2.00)  -0.1012
C (-3.04, 0.59, 1.26)  -0.0607
C (-3.31, 0.45, -0.24)  -0.4244
F (-3.84, 1.63, -0.67)  0.1045
F (-4.23, -0.54, -0.40)  0.1147
C (-2.00, 0.09, -1.04)  -0.3433
F (-1.83, -1.24, -0.89)  0.1610
F (-0.95, 0.68, -0.44)  0.1486
C (-2.10, 0.49, -2.54)  -0.3296
F (-2.01, 1.81, -2.73)  0.1666
F (-3.35, 0.13, -2.94)  0.1488
C (-1.13, -0.24, -3.51)  -0.3389
F (-1.45, 0.19, -4.76)  0.1491
F (-1.35, -1.57, -3.54)  0.1688
C (0.40, -0.05, -3.27)  -0.3339
F (1.01, -0.71, -4.29)  0.1433
F (0.81, -0.67, -2.16)  0.1824
C (0.94, 1.40, -3.32)  -0.5283
F (0.46, 2.11, -4.35)  0.1621
F (0.77, 2.09, -2.20)  0.1963
F (2.28, 1.31, -3.50)  0.1635
C (-0.94, 0.42, 3.48)  -0.3654
C (-1.73, 1.32, 4.40)  -0.1425
C (-1.02, 2.36, 5.01)  -0.0322
C (-1.61, 3.29, 5.85)  -0.0873
C (-2.99, 3.19, 6.08)  -0.1111
C (-3.70, 2.16, 5.50)  -0.0996
C (-3.09, 1.22, 4.65)  -0.0268
O (0.33, -0.01, 3.94)  -0.2984
H (2.73, -2.43, -0.78)  0.0283
H (1.35, -1.97, 3.57)  0.0014
H (2.32, -0.42, 2.86)  -0.0195
H (0.89, 0.09, 1.64)  0.0193
H (-1.91, -1.43, 3.79)  0.1499
H (-3.71, -0.94, 2.63)  0.1015
H (-2.79, -1.61, 1.32)  0.1145
H (-2.27, 1.34, 1.44)  0.1181
H (-3.97, 1.03, 1.65)  0.1277
H (-0.66, 1.11, 2.65)  0.1237
H (0.05, 2.44, 4.83)  0.1192
H (-1.00, 4.07, 6.29)  0.0964
H (-3.46, 3.93, 6.72)  0.0918
H (-4.77, 2.09, 5.68)  0.0960
H (-3.67, 0.42, 4.19)  0.0971
C (2.22, 4.15, -6.04)  -0.0460
C (2.81, 4.94, -7.02)  -0.0550
C (3.57, 6.04, -6.66)  -0.0059
C (3.73, 6.37, -5.32)  -0.0849
C (3.12, 5.59, -4.33)  -0.0721
C (2.37, 4.47, -4.70)  0.0062
C (3.24, 5.94, -2.89)  -0.2733
O (2.71, 5.26, -2.04)  0.1214
C (4.02, 7.16, -2.53)  -0.0800
C (4.10, 7.54, -1.20)  0.0009
C (4.84, 8.66, -0.84)  -0.0583
C (5.50, 9.40, -1.81)  -0.0624
C (5.42, 9.02, -3.14)  -0.0065
C (4.67, 7.91, -3.51)  -0.0838
C (4.56, 7.54, -4.95)  -0.2780
O (5.14, 8.19, -5.80)  0.0987
H (1.63, 3.29, -6.32)  0.1039
H (2.67, 4.69, -8.06)  0.1059
H (4.03, 6.65, -7.42)  0.1181
H (1.91, 3.87, -3.94)  0.0912
H (3.59, 6.96, -0.44)  0.1230
H (4.89, 8.95, 0.20)  0.1066
H (6.08, 10.27, -1.53)  0.1047
H (5.93, 9.60, -3.90)  0.1182
C (0.51, -5.16, -0.34)  -0.0517
C (0.85, -4.72, 0.94)  -0.0580
C (0.36, -5.42, 2.04)  0.0203
C (-0.46, -6.53, 1.87)  -0.0886
C (-0.81, -6.94, 0.58)  -0.1007
C (-0.31, -6.26, -0.52)  -0.0110
C (-1.72, -8.09, 0.37)  -0.2845
O (-2.03, -8.46, -0.75)  0.0846
C (-2.27, -8.79, 1.56)  -0.0820
C (-3.17, -9.83, 1.39)  -0.0111
C (-3.69, -10.50, 2.49)  -0.0726
C (-3.29, -10.13, 3.77)  -0.0714
C (-2.40, -9.09, 3.95)  -0.0089
C (-1.89, -8.41, 2.85)  -0.0804
C (-0.96, -7.26, 3.06)  -0.2797
O (-0.62, -6.95, 4.19)  0.1006
H (0.90, -4.62, -1.20)  0.1003
H (1.52, -3.80, 1.06)  0.0333
H (0.61, -5.09, 3.04)  0.1209
H (-0.57, -6.58, -1.52)  0.1134
H (-3.48, -10.12, 0.39)  0.1159
H (-4.39, -11.31, 2.35)  0.1007
H (-3.69, -10.66, 4.63)  0.1011
H (-2.10, -8.80, 4.95)  0.1174